Record 1
Here is a structure of composition C34H33AuN3O3P2S2Se from OMol25. Energies are from the ωB97M-V functional and the def2-TZVPD basis.

The geometry in XYZ format:
```
79
C34H33AuN3O3P2S2Se the ωB97M-V functional and the def2-TZVPD basis
Au 0.0354 0.0802 1.5365
O 2.9813 0.5385 0.0308
P 2.3994 1.8335 -0.3759
C -0.3798 3.2490 0.1852
P -2.0700 2.6279 0.4884
O -2.2051 1.1706 0.2404
C -2.5008 3.1162 2.1724
C -3.2998 2.2409 2.9009
C -3.7611 2.6032 4.1613
C -3.4184 3.8369 4.6990
C -2.5953 4.7045 3.9871
C -2.1362 4.3441 2.7297
C -3.0420 3.6210 -0.6541
C -3.5399 4.8874 -0.3576
C -4.2350 5.6007 -1.3223
C -4.4347 5.0530 -2.5818
C -3.9470 3.7880 -2.8788
C -3.2526 3.0704 -1.9180
C 1.5406 1.8583 -1.9494
C 0.5350 0.9124 -2.1686
C -0.1340 0.8860 -3.3794
C 0.1964 1.7967 -4.3765
C 1.1962 2.7336 -4.1644
C 1.8705 2.7684 -2.9515
C 3.5520 3.2039 -0.3138
C 3.1328 4.5328 -0.3743
C 4.0658 5.5531 -0.3240
C 5.4182 5.2485 -0.2089
C 5.8363 3.9288 -0.1421
C 4.9042 2.9009 -0.1935
H -0.2201 3.1276 -0.8874
H -0.3075 4.3111 0.4207
H -3.5536 1.2799 2.4726
H -4.3921 1.9234 4.7187
H -3.7936 4.1261 5.6723
H -2.3258 5.6651 4.4069
H -1.5020 5.0334 2.1845
H -3.4101 5.3155 0.6279
H -4.6289 6.5805 -1.0876
H -4.9816 5.6103 -3.3307
H -4.1158 3.3569 -3.8566
H -2.8844 2.0746 -2.1319
H 0.2689 0.2102 -1.3886
H -0.9103 0.1510 -3.5471
H -0.3243 1.7706 -5.3247
H 1.4591 3.4350 -4.9446
H 2.6563 3.4951 -2.7944
H 2.0791 4.7723 -0.4660
H 3.7446 6.5849 -0.3745
H 6.1467 6.0475 -0.1693
H 6.8884 3.6962 -0.0491
H 5.2123 1.8650 -0.1340
S 0.8950 2.3346 1.1013
C 0.1883 1.1077 4.4599
N -0.3840 2.2182 4.8682
C 0.4793 3.2399 5.4553
C 1.8579 2.9901 4.8549
S 1.9114 1.1938 4.5478
H -1.3930 2.3051 4.8543
H 0.4920 3.1208 6.5414
H 0.0987 4.2296 5.2111
H 2.6583 3.2734 5.5327
H 1.9839 3.5020 3.9015
Se -0.7290 -0.3996 3.9020
N -0.7347 -6.1761 -2.0668
C 0.2766 -5.2763 -2.1757
O 1.2156 -5.4144 -2.9281
C 0.1668 -4.0465 -1.3081
C 1.3373 -3.3796 -0.9808
C 1.2695 -2.2356 -0.2082
N 0.1032 -1.7402 0.2265
C -1.0274 -2.3710 -0.1014
C -1.0403 -3.5258 -0.8611
H -0.6343 -7.0364 -2.5800
H -1.3648 -6.1659 -1.2855
H 2.2861 -3.7499 -1.3422
H 2.1547 -1.6709 0.0550
H -1.9476 -1.9197 0.2470
H -1.9887 -3.9774 -1.1180
```

Summary:
- multiplicity = 1
- Kohn-Sham gap (hartree) = 0.3071
- ΔE to the lowest compared entry with this formula, charge and spin (kcal per mole) = 1.2
- HOMO (eV) = -10.5
- charge = +1

Record 2
Here is the molecule C6H10N2S2 in a non-equilibrium geometry from OMol25. Energies are from the ωB97M-V functional and the def2-TZVPD basis.

The geometry in XYZ format:
```
20
C6H10N2S2 the ωB97M-V functional and the def2-TZVPD basis
C 0.0838 -1.9055 -0.3264
C -1.8566 -0.8543 0.2296
C 1.9238 2.0223 0.0784
C 3.3963 1.4391 0.3749
C 0.9860 -0.6431 -0.6765
C -3.3603 -0.9619 0.2846
N -1.1102 -2.0161 0.0832
N -1.3694 0.3714 0.3444
S -2.1377 1.8591 0.2271
S 0.5364 0.5562 0.6440
H 0.6564 -2.8656 -0.3581
H 1.5286 2.4584 -0.9667
H 1.7185 2.8556 0.6941
H 3.8194 1.1529 1.3329
H 3.7259 0.7728 -0.4051
H 1.9934 -0.9505 -0.5926
H 0.7832 -0.2616 -1.7608
H -3.7143 -1.8321 -0.1908
H -3.9306 -0.2004 -0.3848
H -3.6726 -0.9967 1.3685
```

Summary:
- multiplicity = 3
- expectation value of S² = 2.05
- Kohn-Sham gap (alpha / beta) (hartree) = 0.2170 / 0.2003
- ΔE to the lowest compared entry with this formula, charge and spin (kcal per mole) = 74.6
- HOMO (alpha / beta) (eV) = -6.3 / -7.7
- charge = 0

Record 3
Here is a structure of composition C6H8NiO4 in a non-equilibrium geometry from OMol25. Energies are from the ωB97M-V functional and the def2-TZVPD basis.

The geometry in XYZ format:
```
19
C6H8NiO4 the ωB97M-V functional and the def2-TZVPD basis
O -2.0538 -1.2042 -0.2043
C -2.7090 -1.4398 0.7662
C -3.6330 -1.9031 1.5649
H 1.2323 1.3807 1.1183
H -3.7662 -2.9816 1.6605
H -4.3838 -1.2177 1.9599
O 0.7020 -1.9744 -0.5168
C 1.9826 -1.6841 -0.5509
C 2.4498 -0.4152 -0.5271
O 1.4935 0.5499 -0.8332
C 1.3621 1.7147 -0.0375
C 0.0737 2.3564 -0.5445
O -0.9689 1.4487 -0.5999
Ni -0.3710 -0.3461 -0.6229
H 2.7061 -2.5091 -0.4838
H 3.4942 -0.1108 -0.5731
H 2.2414 2.3684 -0.1300
H 0.2808 2.7470 -1.5644
H -0.1328 3.2203 0.1187
```

Summary:
- multiplicity = 3
- expectation value of S² = 2.01
- Kohn-Sham gap (alpha / beta) (hartree) = 0.2797 / 0.2775
- ΔE to the lowest compared entry with this formula, charge and spin (kcal per mole) = 0.0
- HOMO (alpha / beta) (eV) = -7.8 / -7.7
- charge = 0